No. 1
88
Properties=species:S:1:pos:R:3:forces:R:3 method="wB97M-V/def2-TZVPD" largest_force_ev_per_a=3.13 orbital_gap_ha=0.3346
O 0.7969 1.9949 -3.2051 0.08 0.43 -0.08
O -3.9322 -0.9655 -1.8292 0.46 0.48 -0.23
O -0.1720 -0.4473 0.4379 0.59 -0.28 -0.18
O 5.3066 7.5947 2.5418 -0.07 -0.22 -0.33
O -1.0661 -5.9552 1.5972 0.24 0.29 0.44
O 1.8719 -0.4795 -0.5397 -0.53 -0.26 0.30
O -2.5102 -9.2174 2.5667 -0.26 0.11 0.23
O -0.2616 3.9475 -2.9647 0.44 -0.19 -0.28
O -7.2791 0.4567 -3.0125 -0.18 0.58 0.07
O -2.5577 0.8244 -1.7489 -1.22 -0.49 0.25
O -0.3267 -4.2686 2.9021 -0.36 -1.54 1.02
O -3.1777 -8.5663 4.6221 0.00 0.01 -0.50
O -4.0902 -7.6242 2.8040 0.37 -0.31 0.19
O -3.8575 0.4606 -3.5567 0.41 -0.13 0.44
O 1.7837 3.8733 -3.9367 -0.26 -0.03 0.09
O 3.2997 6.5871 2.1242 0.63 -1.55 0.41
O -5.8156 1.8041 -1.9462 -0.55 -0.15 -0.09
O -7.8269 2.5945 -2.5363 0.36 -0.41 -0.03
O 0.5487 -6.3400 3.1041 -0.27 0.44 -0.29
O 0.9161 -2.3942 0.1955 0.08 0.66 -0.40
O 1.9694 4.6615 2.1475 -0.15 1.43 0.47
N 3.2942 4.1641 -1.2222 0.88 -1.34 0.21
C -5.7760 3.2122 -1.7261 0.55 0.46 0.19
C -1.2138 2.9310 -2.6322 -0.43 0.26 0.03
C 2.9972 5.2320 1.9348 0.23 -2.28 -1.49
C -1.1002 -1.4790 0.7712 -0.69 0.05 -0.06
C -7.2323 3.5824 -1.6960 -0.24 0.55 0.25
C 4.2686 3.0096 0.7551 -0.69 0.93 -0.23
C 4.3213 1.9027 -1.6899 -0.66 0.61 0.47
C 5.2035 5.3714 1.4068 0.40 -1.84 -1.07
C 8.3736 4.7729 -0.9106 -0.66 -0.66 1.76
C -0.2844 -5.4147 2.5670 0.11 0.09 0.35
C -4.6241 -0.6613 -3.9916 -0.27 -0.23 -0.65
C -0.5668 -7.2670 1.3318 -0.05 -0.52 -0.67
C 4.7250 6.6735 2.0795 -0.32 -1.21 -0.82
C -7.0006 1.5199 -2.5431 -0.24 -0.13 -0.14
C 0.9599 -1.0561 -0.0189 0.38 0.26 -0.19
C 0.8581 3.3193 -3.4179 0.21 0.34 -0.10
C -3.3740 0.1666 -2.3246 -0.15 0.08 0.22
C 3.9003 3.1225 -0.7789 0.26 -0.60 -0.35
C -3.9514 -7.4602 5.0828 -0.05 0.28 0.61
C -4.8615 -7.1839 3.9190 -0.57 0.36 0.02
C 6.5767 4.9489 0.8524 2.02 0.11 0.09
C -0.2118 -2.6599 1.0314 -0.08 0.28 -0.26
C 7.4251 4.1303 1.7413 0.38 0.37 -1.23
C 9.1842 3.9528 -0.0108 -1.47 0.41 0.70
C 0.1425 -7.6169 2.6085 0.16 -0.58 0.17
C 7.0543 5.2825 -0.4934 1.46 -1.36 1.52
C -3.1950 -8.5340 3.2652 0.00 -0.25 -0.18
C 8.7241 3.6217 1.3414 -1.50 1.54 -1.84
C -0.3361 1.7487 -2.3703 0.32 -0.71 0.29
C 4.1982 4.4463 1.3221 1.04 2.72 1.14
C -5.0098 -1.3204 -2.6997 -0.46 -0.71 0.15
H 3.7892 0.9771 -1.2894 0.77 1.07 -0.74
H -1.8023 3.2145 -1.7629 0.19 0.19 -0.06
H 9.3463 3.0093 2.0305 -0.62 0.58 -0.66
H -4.4970 -7.7180 5.9893 0.15 -0.17 -0.05
H 0.1114 -7.2205 0.4757 0.03 0.10 0.08
H -5.0948 -2.4029 -2.7945 0.25 0.03 0.14
H -1.8874 2.7789 -3.4800 0.07 0.00 -0.01
H -5.9353 -0.9282 -2.2901 0.14 -0.04 -0.06
H -7.6649 3.5019 -0.6957 0.02 -0.05 -0.05
H -5.4880 -0.3417 -4.5712 0.10 0.17 0.11
H -0.5172 -8.0860 3.3398 0.05 0.03 -0.05
H -1.3787 -7.9528 1.1033 -0.05 0.22 0.05
H 5.2919 2.5569 0.8758 -0.95 0.69 -0.14
H -5.1128 -6.1283 3.8259 0.10 -0.07 -0.19
H -3.2804 -6.6249 5.2981 -0.01 -0.04 -0.05
H 3.5484 2.3504 1.3122 0.48 0.59 -0.71
H -7.4175 4.5839 -2.0815 -0.12 -0.16 -0.12
H -5.2646 3.4463 -0.7935 0.04 -0.23 -0.05
H -1.7722 -1.6349 -0.0773 0.03 0.07 0.01
H -3.9934 -1.2994 -4.6164 0.04 0.04 0.07
H -0.8088 0.8162 -2.6362 0.57 0.03 -0.25
H -5.7854 -7.7660 3.9615 0.07 -0.02 -0.01
H 10.1711 3.5377 -0.3365 -1.06 0.59 0.17
H -1.6912 -1.2028 1.6437 0.12 0.18 -0.06
H 8.7694 4.9725 -1.9380 -0.54 -0.10 1.11
H 3.1686 4.0478 -2.2430 -0.11 0.26 0.56
H -0.0046 1.6940 -1.3310 0.00 0.00 -0.06
H 1.0033 -8.2634 2.4445 0.06 0.19 0.10
H 7.0302 3.8974 2.7639 0.42 0.27 -1.09
H 5.4309 1.7550 -1.7140 -0.89 0.08 0.33
H 6.4453 5.8991 -1.1899 0.50 -0.58 0.70
H -0.6809 -3.6012 0.7622 0.20 0.09 -0.19
H 4.0046 2.1578 -2.7405 0.12 -0.53 1.06
H -5.2392 3.6840 -2.5527 -0.04 -0.07 0.00
H 0.1178 -2.7087 2.0568 0.17 0.40 -0.27

=====

No. 2
110
Properties=species:S:1:pos:R:3:forces:R:3 method="wB97M-V/def2-TZVPD" largest_force_ev_per_a=1.56 spin_multiplicity=2 relative_energy_kcal_mol=29.4 orbital_gap_ha="0.2481 / 0.2652"
Ti 0.4408 0.6552 0.0634 -0.52 1.47 -0.03
F -3.9522 -1.4248 0.3463 -0.03 0.01 -0.03
F -2.8859 3.2386 -2.2690 -0.03 -0.03 0.06
F -5.3856 2.5581 -1.7499 0.00 -0.04 0.04
F -1.3773 -0.7007 -0.2057 -0.20 0.10 0.24
N 0.4654 0.0246 -3.9005 -0.04 0.07 0.01
N 2.4427 -0.4504 0.1183 0.00 0.14 -0.13
N -0.7092 1.3382 -1.5735 0.43 -0.18 0.14
N 0.5528 -0.2444 2.0532 -0.07 -0.78 0.13
N 1.4656 -3.8490 1.4412 -0.19 -0.17 0.00
N 0.2134 -1.5875 1.9209 0.20 -0.12 0.08
N -0.0465 2.4063 1.0321 0.13 -0.57 -0.18
N 1.3734 -2.8430 -1.4788 -0.01 0.08 -0.07
N 0.4974 -2.5922 -0.4597 0.03 -0.07 -0.17
N 0.6125 -4.5913 2.1979 -0.06 0.20 0.18
N 2.4287 -1.6411 0.7751 -0.09 0.17 0.01
C -2.4401 0.0477 -0.6581 0.06 0.09 -0.05
C 4.2364 1.1629 -0.6066 0.06 -0.01 -0.06
C 0.2666 0.1004 3.3111 0.02 0.12 -0.08
C -3.7243 -0.2972 -0.3411 0.01 0.11 -0.05
C -0.3556 2.0913 -2.7657 0.01 -0.04 -0.17
C 2.0761 -5.9629 1.1917 0.03 0.12 -0.04
C -1.5271 3.8028 2.4422 -0.08 0.14 0.06
C 0.9816 -5.8519 2.0703 -0.03 0.02 0.05
C 1.4244 -4.0925 -3.5749 0.02 -0.01 -0.03
C 1.5520 4.1471 1.7961 0.11 0.03 0.06
C 1.5938 -0.6038 -4.5739 0.03 -0.04 -0.09
C 0.7422 1.4143 -3.5794 0.01 0.09 -0.12
C 4.5293 -0.9842 0.7474 -0.04 0.00 -0.01
C 0.6528 1.4017 3.9268 0.00 0.01 0.00
C -3.1112 2.0436 -1.6846 -0.07 -0.01 -0.16
C -2.9427 5.2515 3.9025 -0.05 0.02 0.05
C -1.3769 -1.5127 -4.5320 -0.02 -0.04 0.02
C 3.6586 -1.9629 1.1726 0.03 -0.05 0.08
C -0.1312 4.7072 -0.0289 -0.01 0.04 0.03
C 2.8490 -0.7095 -3.7248 0.08 -0.03 0.06
C -0.6619 -3.2655 -0.6832 -0.13 -0.02 -0.06
C 0.7366 -3.6025 -2.3435 0.08 -0.04 -0.01
C -2.0295 1.5050 2.0818 -0.09 0.02 0.09
C 1.7254 3.1211 -0.4466 -0.13 -0.31 0.24
C -2.6363 3.9176 3.2760 0.03 -0.03 -0.04
C 0.7245 3.5937 0.6274 0.03 -0.03 -0.23
C 3.7281 -0.0590 0.0836 -0.03 0.02 -0.11
C -4.4218 1.7007 -1.3866 0.10 -0.03 0.01
C -3.9621 0.3705 3.1874 -0.02 0.01 0.03
C -0.7458 -0.1416 -4.7011 0.02 0.06 0.00
C -0.3552 -2.0012 3.0678 0.10 0.06 0.02
C 0.2520 -6.9416 2.7848 -0.02 -0.01 0.02
C -4.7641 0.5360 -0.7227 0.06 0.01 0.00
C -3.4303 2.8098 3.5256 0.05 -0.01 -0.06
C 2.3288 -4.6741 0.7978 0.08 -0.13 -0.09
C -2.0454 1.1947 -1.3546 -0.18 -0.24 0.21
C -0.5710 -3.9025 -1.8885 0.01 0.06 0.13
C -1.1823 2.5958 1.8193 0.06 -0.10 -0.03
C -3.1221 1.5904 2.9251 -0.01 0.03 0.02
C -0.3420 -0.9674 3.9752 0.00 -0.10 -0.09
B 1.1125 -2.4367 0.9341 0.08 0.08 0.14
H -0.5326 0.0607 -5.7659 -0.01 -0.01 0.01
H -0.9203 4.6860 2.3201 -0.11 -0.07 -0.02
H 2.7201 3.5288 -0.2776 -0.03 0.07 -0.05
H -3.1851 5.9959 3.1418 0.00 0.00 -0.02
H 1.8859 2.0287 -0.4178 0.37 0.15 0.00
H 3.0306 -4.2958 0.0739 0.01 0.01 0.01
H -0.6826 -0.9856 4.9951 -0.02 0.00 0.03
H 1.0903 1.1978 4.9049 0.01 0.01 0.00
H -0.3704 5.5249 0.6475 -0.03 -0.03 0.01
H -4.2849 2.8876 4.1863 -0.03 0.01 0.03
H 2.5972 -6.8537 0.8892 0.02 -0.04 -0.02
H -1.0672 4.3001 -0.4119 0.00 -0.03 -0.03
H -1.8023 0.5307 1.6784 0.05 -0.02 -0.03
H -4.5220 0.4739 4.1163 0.00 0.00 0.02
H 3.6516 1.4102 -1.4901 -0.01 -0.01 -0.02
H 3.3881 0.2362 -3.6576 -0.01 0.04 0.03
H 3.5357 -1.4300 -4.1729 0.02 0.02 -0.03
H 2.0211 5.0920 1.5124 0.01 0.03 -0.02
H 1.6885 1.4523 -3.0303 -0.05 -0.03 0.04
H -3.3452 -0.5262 3.2550 0.03 -0.02 -0.01
H -5.7921 0.3014 -0.4938 -0.02 0.00 0.00
H 1.3837 1.9243 3.3170 -0.04 -0.04 0.00
H -1.3236 -4.4986 -2.3744 -0.03 -0.02 -0.02
H -1.4779 0.6024 -4.3941 -0.02 -0.02 0.02
H 0.4104 5.1501 -0.8656 0.04 0.03 -0.01
H 5.2606 0.9778 -0.9289 -0.01 0.00 0.00
H 3.8391 -2.8711 1.7196 0.01 0.02 0.01
H 0.9510 4.3153 2.6876 0.08 -0.01 -0.04
H 0.8027 -3.9725 -4.4629 -0.02 0.00 0.00
H 1.2827 -1.6090 -4.8614 0.00 0.03 0.04
H 5.5961 -0.9485 0.8728 0.04 0.00 0.01
H 2.3567 -3.5496 -3.7224 0.00 -0.01 0.01
H -0.6587 -3.0249 3.1655 0.00 -0.14 0.04
H -0.2644 -6.5450 3.6571 -0.01 0.02 -0.01
H 2.6052 -1.0673 -2.7227 -0.02 0.02 -0.02
H -2.3145 -1.5696 -5.0873 -0.01 0.01 -0.01
H 1.8209 -0.0701 -5.5173 0.00 -0.01 0.02
H -1.4587 -3.2461 0.0419 -0.05 0.01 0.01
H -4.6827 0.2107 2.3849 -0.05 0.00 -0.04
H 2.3501 3.4477 2.0576 -0.03 -0.02 0.00
H -0.2095 2.0526 4.0691 -0.01 -0.01 0.03
H -0.4901 -7.4072 2.1341 -0.01 0.00 -0.01
H -0.0437 3.1198 -2.5509 -0.02 -0.02 -0.01
H 1.4212 3.3485 -1.4594 -0.01 0.03 -0.03
H 0.9365 -7.7224 3.1144 0.03 0.00 0.00
H -0.7342 -2.3146 -4.8941 0.02 0.00 -0.01
H -1.2369 2.2049 -3.3962 0.07 0.00 0.01
H 1.6609 -5.1545 -3.4854 -0.01 -0.01 0.01
H 0.8898 2.0302 -4.4910 0.04 -0.06 0.03
H -2.0876 5.6289 4.4661 0.01 0.00 0.00
H 4.2536 2.0275 0.0564 0.01 -0.01 0.01
H -1.5800 -1.7007 -3.4769 0.00 0.00 0.00
H -3.7911 5.1829 4.5826 0.00 -0.01 0.01

=====

No. 3
138
Properties=species:S:1:pos:R:3:forces:R:3 method="wB97M-V/def2-TZVPD" largest_force_ev_per_a=1.24 total_charge=+1 orbital_gap_ha=0.3003
O 7.2081 -9.1751 -8.3686 0.01 0.12 -0.02
O 6.8492 -7.3058 -2.3978 -0.16 0.04 0.00
O -5.7150 1.9098 1.8671 0.17 -0.02 0.06
O -3.9003 -0.5325 7.4555 0.08 -0.01 -0.08
O 6.9766 -1.4347 -0.4444 -0.01 -0.04 -0.18
O 10.5809 -3.8346 -1.6142 -0.11 0.02 -0.06
O -4.9157 5.6612 -3.2167 -0.12 -0.02 -0.04
O -8.3816 3.3453 -2.3281 0.11 -0.07 0.09
O -4.9316 5.3633 2.5886 0.12 0.01 0.01
N 0.1822 -1.7885 0.9651 0.14 0.30 0.82
C -3.8691 7.8426 -3.3793 -0.03 -0.04 -0.11
C -2.0096 0.3748 1.7707 0.20 0.14 0.36
C 5.7071 -1.2965 -1.0733 -0.14 0.08 0.30
C 6.8106 -8.8103 -6.0031 0.10 0.04 -0.02
C 6.9418 -5.8927 -2.5769 0.30 0.05 0.00
C -5.5765 2.5649 0.5972 -0.17 -0.01 -0.18
C -0.4946 0.2684 1.9716 0.00 0.03 -1.03
C -8.0970 3.1372 -4.7302 0.05 -0.09 0.08
C 0.9580 -0.7341 0.1955 -0.36 -0.58 -0.03
C 4.9045 -9.0340 -7.6312 0.00 0.03 -0.09
C -5.5888 1.5543 -0.5377 0.11 -0.11 0.10
C -3.7116 1.8816 7.5594 0.04 -0.04 -0.10
C -2.8793 0.5775 3.0128 -0.21 -0.02 -0.21
C 0.0508 -1.1083 2.2967 0.85 0.44 0.78
C 5.0994 0.0573 -0.7356 0.02 0.07 -0.04
C 6.3348 -8.5587 -7.4251 -0.08 -0.18 0.11
C -6.6430 3.6248 0.4297 -0.07 0.16 0.13
C 4.7847 -2.4371 -0.6676 0.03 -0.14 -0.02
C 0.2049 0.5397 0.5849 0.04 -0.46 0.16
C -5.0203 7.0986 -1.2671 -0.09 -0.08 -0.02
C -3.6936 5.7174 3.1982 0.06 -0.19 0.07
C -2.5367 5.0484 2.4688 -0.01 0.02 -0.09
C 7.6093 -5.2387 -1.3784 -0.19 -0.07 0.15
C -8.1141 4.0710 -3.5311 -0.17 0.04 -0.14
C -9.1238 5.1935 -3.7089 0.01 0.03 0.11
C -2.1906 -1.2623 4.6812 -0.15 -0.16 -0.52
C -5.0026 7.0225 -2.7859 0.18 0.06 0.17
C -4.0636 -1.6890 2.9933 -0.14 0.04 0.17
C 7.6762 -5.5647 -3.8672 -0.11 -0.06 -0.11
C 10.5279 -2.4376 -1.3198 0.25 0.06 0.11
C 10.6332 -2.2136 0.1799 -0.10 -0.05 0.05
C -3.7021 5.3632 4.6771 -0.07 0.03 0.01
C -3.3331 0.5526 8.1953 -0.18 0.15 0.07
C -3.3162 -0.6418 3.8263 0.18 -0.06 0.27
C 11.6166 -1.6941 -2.0775 -0.04 -0.04 -0.09
C -3.7551 0.4841 9.6532 0.02 -0.11 0.00
H -5.1283 8.1275 -0.9231 0.02 0.01 0.00
H -3.2952 1.2828 10.2355 0.00 0.02 0.00
H 11.4373 -4.1622 -1.3192 0.03 -0.01 -0.02
H 9.8414 -2.7529 0.7012 -0.02 0.01 -0.02
H 1.9764 -0.8364 0.5584 0.11 0.26 -0.05
H 3.8170 -2.3668 -1.1716 0.02 0.02 -0.03
H -3.4711 -0.4728 10.0898 0.02 0.00 0.00
H -2.6315 3.9591 2.5415 0.01 0.00 0.05
H 4.9396 0.1390 0.3449 -0.03 -0.04 0.00
H -4.5342 5.8532 5.1812 0.00 0.02 0.00
H 5.9060 -5.5519 -2.6537 -0.04 -0.05 0.00
H -3.6173 6.7995 3.0835 -0.03 0.02 -0.03
H -6.5487 1.0338 -0.5696 -0.03 0.04 -0.04
H 4.8366 -10.1117 -7.4594 0.00 0.00 0.05
H -6.5060 4.1732 -0.5013 -0.04 -0.03 -0.03
H 4.5802 -8.8377 -8.6530 0.01 0.02 0.00
H -3.3959 1.9115 6.5150 0.02 0.00 0.00
H -7.6434 3.1871 0.4108 0.04 -0.11 -0.12
H 7.1871 -10.1251 -8.2134 0.01 -0.03 -0.01
H -3.7077 -1.7617 1.9652 0.10 -0.08 -0.03
H 4.2182 -8.5361 -6.9447 0.00 -0.01 0.02
H -7.3648 2.3422 -4.5854 0.02 0.01 0.00
H -2.9048 7.4638 -3.0277 0.00 0.03 0.05
H 8.7027 -5.9371 -3.8263 0.03 0.05 0.05
H -0.5661 0.6614 -0.1728 0.02 0.47 -0.01
H -4.5957 3.0481 0.6450 0.02 -0.01 0.03
H -1.8743 -2.2232 4.2646 0.01 -0.06 0.08
H 6.8006 -9.8816 -5.7829 -0.07 -0.01 0.01
H -8.9034 5.7857 -4.5978 0.00 -0.01 -0.01
H -5.4436 2.0447 -1.5002 -0.04 0.02 0.00
H -3.8771 7.7781 -4.4670 -0.02 0.01 0.00
H 7.7460 -7.6503 -2.3296 0.02 -0.03 0.00
H -4.7960 2.0182 7.5845 0.00 0.02 0.05
H -4.0849 5.3027 -2.8881 0.04 0.00 0.00
H 6.1751 -8.3061 -5.2738 0.00 -0.03 0.03
H 12.6037 -2.0499 -1.7697 0.00 0.03 0.05
H 7.7143 -4.4882 -4.0398 0.03 0.01 0.02
H -7.8491 3.6749 -5.6456 -0.01 0.01 0.00
H 7.0669 -5.4780 -0.4609 -0.04 0.01 -0.03
H -2.2535 0.4088 8.1218 0.01 -0.05 -0.03
H -1.3112 -0.6178 4.7216 -0.03 0.11 0.28
H -5.8415 6.5094 -0.8590 0.00 0.02 0.00
H 4.6173 -2.4229 0.4152 -0.01 0.06 0.00
H 6.3953 -7.4908 -7.6434 0.03 0.01 -0.04
H -7.1211 4.4966 -3.3856 0.04 -0.01 0.03
H -4.8589 -0.4467 7.4968 -0.03 -0.03 0.04
H -2.1621 1.2501 1.1372 -0.06 0.01 -0.08
H 11.5674 -0.6206 -1.8906 0.00 0.00 0.01
H 10.5576 -1.1545 0.4296 0.01 0.01 -0.01
H -0.3818 -1.7101 3.0881 -0.56 -0.11 -0.45
H 5.9049 -1.3522 -2.1442 0.06 -0.01 -0.01
H -2.5456 5.3172 1.4117 0.00 0.02 0.00
H -3.9478 8.8914 -3.0922 0.00 0.00 0.02
H 11.5915 -2.5864 0.5522 0.03 0.05 -0.01
H -5.9553 7.3812 -3.1787 -0.03 -0.05 -0.03
H -2.3454 -0.4812 1.1748 -0.13 0.00 -0.05
H -6.5754 1.4766 1.8861 -0.06 0.06 0.00
H -4.0874 6.6983 -0.8580 0.02 0.04 0.00
H 4.1414 0.2027 -1.2408 0.01 0.00 -0.01
H -9.0769 2.6690 -4.8622 -0.02 0.04 -0.03
H 5.7685 0.8653 -1.0276 0.00 -0.01 -0.03
H 9.5494 -2.1002 -1.6653 -0.05 -0.10 -0.01
H 8.6313 -5.6005 -1.2609 0.05 0.08 -0.08
H -4.0389 -0.2587 4.5483 0.00 0.11 0.02
H 0.9168 -0.9780 -0.8615 0.09 0.08 -0.07
H -2.5693 -1.4482 5.6801 0.17 -0.01 0.19
H -3.9792 -2.6732 3.4517 -0.02 -0.07 -0.01
H 6.8432 -1.3856 0.5082 0.07 -0.01 0.04
H -9.1184 5.8531 -2.8407 0.02 0.01 0.00
H -3.2515 2.7182 8.0859 -0.01 0.01 0.01
H 0.8660 1.3981 0.6200 -0.02 0.11 -0.18
H 0.6690 -2.6684 1.1183 0.00 -0.16 -0.50
H -4.8407 0.5821 9.7374 0.00 0.05 0.00
H -1.5754 5.3396 2.8950 0.00 0.00 0.01
H 7.1828 -6.0380 -4.7164 -0.01 0.02 -0.01
H -3.7864 1.0706 2.6629 -0.06 0.03 0.04
H 5.2317 -3.4000 -0.9134 0.00 0.00 -0.02
H -10.1336 4.7857 -3.8114 0.00 -0.01 -0.06
H 11.5208 -1.8657 -3.1495 -0.02 0.01 0.00
H -2.3756 1.2924 3.6696 0.02 0.02 0.07
H -0.7422 -1.9503 0.5676 0.01 -0.16 -0.12
H -2.7737 5.6649 5.1641 0.01 0.00 0.00
H -3.8232 4.2829 4.8045 0.04 -0.01 -0.01
H -5.1256 -1.4550 2.9423 -0.04 0.05 -0.12
H -4.8044 0.8058 -0.3976 0.00 0.02 0.00
H -9.2561 2.9483 -2.4001 -0.04 0.03 -0.06
H 1.0883 -0.9498 2.6016 0.06 -0.20 0.06
H -5.0321 4.4062 2.6730 -0.08 -0.02 0.04
H -6.6054 4.3279 1.2589 -0.01 0.09 -0.05
H -0.1329 0.9974 2.6914 -0.13 -0.05 0.21
H 7.6502 -4.1539 -1.4896 0.07 0.00 0.01
H 7.8339 -8.4568 -5.8741 0.00 0.03 -0.01